[1]
# C45H54AsClGeN4O2PRuS4

A molecular structure, C45H54AsClGeN4O2PRuS4 in a non-equilibrium geometry (wB97M-V/def2-TZVPD, the OMol25 dataset).

Its maximum force is 2.645 eV/Å. The lowest unoccupied orbital energy (spin up / spin down) comes out at 3.5123 / 3.3625 eV. As for the HOMO-LUMO gap (spin up / spin down): 3.09 / 5.11 eV. As for the energy above the lowest of the compared OMol25 structures with the same formula, charge and spin: 0.0 kcal per mole. Its expectation value of S² is 8.830.

ORCA input file:
```
! RIJCOSX wB97M-V def2-TZVPD def2/J DEFGRID3
* xyz -2 6
Ru -2.231 -1.177 1.092
O 0.416 -1.827 0.204
C -0.227 -1.352 1.144
C 0.239 -0.815 2.436
C 1.344 -1.214 3.191
C 1.697 -0.599 4.336
C 0.914 0.489 4.886
C -0.171 0.953 4.132
C -0.537 0.308 2.933
P -1.821 0.945 1.865
C -3.117 1.456 2.986
C -3.704 2.728 2.902
C -4.932 2.885 3.510
C -5.618 1.832 4.049
C -4.956 0.616 4.244
C -3.710 0.404 3.729
C -1.338 2.380 0.830
C -2.355 2.956 -0.130
C -1.940 4.255 -0.712
C -0.688 4.806 -0.574
C 0.183 4.188 0.302
C -0.097 2.997 0.963
H 1.978 -2.023 2.896
H 2.531 -0.907 4.881
H 1.123 0.829 5.901
H -0.617 1.869 4.465
H -3.220 3.594 2.469
H -5.308 3.885 3.493
H -6.706 1.906 4.228
H -5.459 -0.191 4.792
H -3.148 -0.541 3.834
H -3.235 3.169 0.486
H -2.640 4.760 -1.395
H -0.412 5.692 -1.099
H 1.106 4.649 0.567
H 0.739 2.589 1.533
S -4.914 -4.583 1.199
As -4.838 -2.863 2.451
S -2.613 -2.703 2.760
S -4.725 -1.040 1.142
S -6.194 -2.505 3.977
C -3.218 -4.986 -3.949
C -2.848 -4.095 -2.809
C -2.770 -2.717 -3.016
C -2.339 -1.898 -1.963
N -2.086 -2.408 -0.695
C -2.053 -3.760 -0.551
C -2.454 -4.617 -1.571
H -2.603 -4.792 -4.826
H -4.296 -4.854 -4.249
H -3.127 -6.062 -3.699
H -2.959 -2.265 -3.985
H -2.116 -0.851 -2.157
H -1.780 -4.134 0.423
H -2.546 -5.716 -1.338
C 5.666 -3.666 0.041
C 5.130 -3.179 -1.276
C 6.324 -2.741 -2.176
C 4.613 -4.434 -1.985
C 4.025 -2.015 -1.065
O 2.992 -2.661 -0.354
C 4.634 -0.751 -0.381
C 4.285 -0.448 1.054
C 4.655 0.980 1.454
C 3.823 2.048 1.083
C 4.158 3.344 1.510
C 5.301 3.551 2.264
Cl 5.526 5.100 3.042
C 6.103 2.508 2.636
C 5.804 1.214 2.217
C 3.500 -1.599 -2.473
N 2.422 -0.563 -2.415
C 1.107 -0.660 -2.553
N 0.485 0.565 -2.567
C 1.558 1.416 -2.431
N 2.745 0.813 -2.310
H 6.336 -4.542 -0.125
H 4.780 -3.923 0.657
H 6.217 -2.882 0.606
H 6.803 -3.645 -2.577
H 7.070 -2.084 -1.662
H 5.999 -2.197 -3.124
H 5.410 -5.219 -2.037
H 4.249 -4.204 -2.986
H 3.733 -4.905 -1.466
H 2.185 -2.127 -0.176
H 4.346 0.133 -1.006
H 5.723 -0.855 -0.529
H 4.733 -1.154 1.770
H 3.193 -0.529 1.133
H 2.941 1.829 0.441
H 3.556 4.187 1.200
H 6.900 2.729 3.376
H 6.497 0.383 2.435
H 3.138 -2.492 -3.019
H 4.282 -1.144 -3.111
H 0.600 -1.624 -2.581
H 1.485 2.471 -2.330
C -5.295 1.318 -3.376
Ge -4.204 2.736 -2.452
C -5.357 3.831 -1.299
C -3.193 3.725 -3.869
C -2.848 1.938 -1.175
H -5.519 0.453 -2.717
H -4.777 1.009 -4.302
H -6.267 1.835 -3.560
H -6.323 3.734 -1.729
H -5.175 4.904 -1.242
H -5.364 3.438 -0.264
H -2.948 4.717 -3.399
H -3.789 3.831 -4.729
H -2.245 3.209 -4.139
H -3.327 1.070 -0.688
H -2.006 1.576 -1.778
*
```



[2]
# C4H12

2 unconnected molecules or ions with the total composition C4H12 in a non-equilibrium geometry (wB97M-V/def2-TZVPD, the OMol25 dataset).

Its maximum force is 2.002 eV/Å. The lowest unoccupied orbital energy comes out at 1.1463 eV. As for the SMILES: CC.CC. As for the HOMO-LUMO gap: 12.48 eV. As for the energy above the lowest of the compared OMol25 structures with the same formula, charge and spin: 9.6 kcal per mole.

ORCA input file:
```
! RIJCOSX wB97M-V def2-TZVPD def2/J DEFGRID3
* xyz 0 1
C 0.602 0.987 -1.389
C 1.928 1.316 -0.724
H 0.810 0.061 -1.947
H -0.189 0.584 -0.757
H 0.157 1.727 -2.044
H 1.849 2.168 -0.048
H 2.185 0.489 -0.065
H 2.784 1.551 -1.360
C -0.808 -1.704 1.039
C -1.735 -0.466 0.948
H -0.352 -1.734 2.032
H -1.403 -2.621 0.959
H -0.029 -1.755 0.288
H -2.463 -0.503 0.139
H -1.056 0.375 1.031
H -2.279 -0.474 1.898
*
```



[3]
# C31H47NO3P2RuS

A molecular structure, C31H47NO3P2RuS in a non-equilibrium geometry (wB97M-V/def2-TZVPD, the OMol25 dataset).

Its maximum force is 3.525 eV/Å. The lowest unoccupied orbital energy (spin up / spin down) comes out at -7.8893 / -9.0764 eV. As for the HOMO-LUMO gap (spin up / spin down): 4.07 / 2.87 eV. As for the energy above the lowest of the compared OMol25 structures with the same formula, charge and spin: 40.3 kcal per mole. Its expectation value of S² is 6.103.

ORCA input file:
```
! RIJCOSX wB97M-V def2-TZVPD def2/J DEFGRID3
* xyz 2 5
Ru -1.047 -0.209 0.999
C -0.149 0.013 3.782
C -1.405 0.311 3.102
C -0.928 -1.986 2.966
C 0.113 -1.361 3.676
C -1.957 -0.994 2.667
C 0.591 0.961 4.627
H 0.381 1.996 4.338
H 1.679 0.777 4.569
H 0.300 0.834 5.684
C 1.185 -2.075 4.416
H 2.106 -1.469 4.410
H 1.391 -3.052 3.960
H 0.888 -2.226 5.466
C -1.088 -3.448 2.785
H -1.454 -3.929 3.708
H -0.122 -3.910 2.529
H -1.796 -3.660 1.978
C -3.399 -1.263 2.449
H -3.958 -1.450 3.377
H -3.499 -2.146 1.803
H -3.833 -0.407 1.931
C -2.207 1.532 3.395
H -2.765 1.431 4.342
H -2.921 1.726 2.589
H -1.552 2.409 3.488
C 0.716 0.625 0.115
C 0.317 1.649 1.002
C -0.501 2.858 0.645
C -1.822 2.593 -0.120
C -2.421 1.212 0.051
C -2.100 0.087 -0.768
C -0.995 0.157 -1.778
C 0.410 0.633 -1.362
H 0.136 3.599 0.137
H -1.726 2.860 -1.189
H -0.776 3.355 1.586
H 0.593 1.635 -1.779
H 1.580 0.023 0.447
H 0.902 1.729 1.929
H 1.162 -0.007 -1.842
H -0.909 -0.830 -2.262
H -2.927 -0.568 -1.028
H -1.370 0.900 -2.527
H -2.583 3.298 0.263
H -3.428 1.199 0.479
P -1.177 0.535 -4.583
P -3.126 -1.661 -4.784
C -1.776 0.294 -6.327
C -2.318 -1.124 -6.426
H -0.915 0.451 -6.994
H -2.534 1.068 -6.543
H -3.066 -1.199 -7.226
H -1.523 -1.864 -6.632
C -3.607 -3.246 -5.608
H -4.302 -3.812 -4.984
H -2.700 -3.835 -5.793
H -4.086 -3.022 -6.570
C -4.729 -0.790 -5.149
H -4.953 -0.843 -6.225
H -4.665 0.259 -4.833
H -5.530 -1.297 -4.594
C 0.556 0.018 -4.859
H 1.168 0.210 -3.970
H 0.936 0.595 -5.712
H 0.575 -1.055 -5.099
C -1.111 2.359 -4.615
H -2.127 2.744 -4.783
H -0.459 2.671 -5.441
H -0.725 2.745 -3.663
O 5.075 -0.560 6.154
S 4.699 0.434 5.187
O 4.476 1.785 5.633
N 3.477 -0.068 4.218
C 3.730 -0.231 2.892
O 2.885 -0.537 2.035
C 5.181 0.010 2.652
C 5.888 -0.073 1.439
C 7.256 0.254 1.438
C 7.900 0.624 2.637
C 7.181 0.684 3.834
C 5.827 0.391 3.812
H 5.371 -0.373 0.535
H 7.820 0.224 0.508
H 8.967 0.870 2.617
H 7.646 0.956 4.789
*
```



Question: maximum force of number 2 (C4H12)?
Answer: 2.002 eV/Å



Question: The lowest maximum force belongs to which entry?
Answer: C4H12